Molecular formula: C22H29IrN7Se
Method: DFT, ωB97M-V/def2-TZVPD

Summary:
* LUMO energy (alpha / beta): -7.11 / -7.13 eV
* net charge: +2
* electronic energy: -101884.2657 eV
* highest occupied orbital energy (alpha / beta): -13.38 / -13.43 eV
* Kohn-Sham gap (alpha / beta): 6.27 / 6.30 eV
* relative energy (zero: lowest compared OMol25 entry of this formula, charge and spin): 52.6 kcal per mole
* spin multiplicity: 2

Cartesian coordinates (Å):
Ir  0.204  0.017  0.860
C  0.806  -4.150  1.844
C  0.319  -2.818  1.389
N  1.131  -1.779  1.258
C  2.546  -1.863  1.542
C  3.212  -0.508  1.258
N  2.538  0.113  0.122
C  3.021  1.421  -0.310
C  2.232  2.581  0.351
N  1.256  2.073  1.327
C  0.122  2.970  1.633
C  -1.048  2.736  0.669
N  -1.314  1.314  0.613
C  -2.501  0.759  0.457
C  -3.752  1.514  0.172
C  -2.524  -0.678  0.613
C  -3.629  -1.522  0.689
C  -3.441  -2.870  0.985
C  -2.169  -3.371  1.238
C  -1.066  -2.529  1.132
N  -1.278  -1.229  0.755
H  1.673  -4.471  1.266
H  0.034  -4.909  1.765
H  1.125  -4.094  2.888
H  2.994  -2.640  0.913
H  2.720  -2.141  2.586
H  4.286  -0.654  1.067
H  3.105  0.151  2.123
H  2.567  -0.533  -0.664
H  2.897  1.491  -1.392
H  4.088  1.523  -0.090
H  1.706  3.136  -0.426
H  2.933  3.266  0.840
H  1.747  1.916  2.206
H  0.419  4.022  1.611
H  -0.222  2.720  2.641
H  -0.799  3.099  -0.334
H  -1.911  3.305  1.027
H  -3.609  2.588  0.230
H  -4.539  1.226  0.867
H  -4.101  1.282  -0.834
H  -4.626  -1.140  0.536
H  -4.296  -3.523  1.062
H  -2.039  -4.395  1.542
C  -0.108  0.071  2.872
H  0.719  0.035  3.565
H  -1.065  -0.191  3.299
Se  0.212  -2.179  -1.825
N  0.229  -0.393  -1.527
C  0.084  0.247  -2.712
C  -0.019  1.610  -2.902
C  -0.055  2.153  -4.209
C  -0.148  1.327  -5.304
C  -0.129  -0.063  -5.151
C  -0.033  -0.627  -3.865
N  -0.071  -1.912  -3.588
H  -0.127  2.256  -2.046
H  -0.012  3.225  -4.326
H  -0.205  1.748  -6.294
H  -0.089  -0.713  -6.014

Molecular formula: C22H29N2O4
Method: DFT, ωB97M-V/def2-TZVPD

Summary:
* LUMO energy: -2.26 eV
* net charge: +1
* electronic energy: -34448.0788 eV
* highest occupied orbital energy: -10.76 eV
* Kohn-Sham gap: 8.50 eV
* relative energy (zero: lowest compared OMol25 entry of this formula, charge and spin): 33.9 kcal per mole

Cartesian coordinates (Å):
C  -2.019  -2.856  2.924
O  -2.504  -1.588  2.549
C  -1.626  -0.624  2.202
C  -0.251  -0.788  2.137
C  0.554  0.279  1.759
C  2.044  0.126  1.658
N  2.433  -0.126  0.235
C  2.014  -1.473  -0.226
C  2.622  -1.755  -1.620
N  2.930  -0.497  -2.247
C  1.987  0.285  -2.887
O  2.077  1.492  -2.863
C  0.870  -0.445  -3.594
C  -0.317  -0.593  -2.667
C  -0.772  -1.839  -2.259
C  -1.875  -1.944  -1.425
C  -2.538  -0.807  -0.999
C  -2.089  0.440  -1.405
C  -0.980  0.547  -2.225
C  4.034  0.172  -1.585
C  3.869  0.074  -0.055
C  -0.018  1.496  1.418
C  -1.396  1.685  1.474
O  -1.998  2.853  1.120
C  -1.205  3.964  0.770
C  -2.218  0.621  1.883
O  -3.562  0.616  1.982
C  -4.316  1.813  2.014
H  -1.363  -2.795  3.798
H  -2.900  -3.440  3.180
H  -1.489  -3.344  2.099
H  0.199  -1.728  2.408
H  2.540  1.044  1.979
H  2.407  -0.703  2.267
H  1.914  0.565  -0.327
H  0.922  -1.495  -0.264
H  2.360  -2.210  0.501
H  3.550  -2.327  -1.533
H  1.924  -2.336  -2.216
H  0.576  0.184  -4.437
H  1.199  -1.409  -3.977
H  -0.294  -2.740  -2.620
H  -2.228  -2.920  -1.128
H  -3.405  -0.892  -0.363
H  -2.615  1.330  -1.099
H  -0.633  1.517  -2.550
H  4.976  -0.288  -1.895
H  4.026  1.213  -1.916
H  4.219  0.989  0.425
H  4.422  -0.769  0.362
H  0.618  2.314  1.120
H  -1.910  4.771  0.580
H  -0.625  3.775  -0.139
H  -0.537  4.257  1.585
H  -5.325  1.499  2.279
H  -4.333  2.310  1.043
H  -3.941  2.504  2.770